[1]
# C4H6N2

A single C4H6N2 molecule at a distorted geometry (wB97M-V/def2-TZVPD, the Open Molecules 2025 dataset).

2S+1: 1
frontier orbital gap: 10.871 eV
structure (SMILES): C[C@H]1N[C@H]1C#N
energy relative to the best compared isomer or geometry (same formula, charge and spin): 37.45 kcal/mol

Each line ends with the natural charge from an NBO analysis.
Positions of all 12 atoms, in Å:
C  0.9391  1.0975  0.4271  -0.633
C  -0.1963  0.5926  -0.4275  -0.035
N  -0.1080  -0.4832  -1.4030  -0.550
C  -0.9867  -0.6556  -0.2403  -0.205
C  -0.7009  -1.6495  0.7739  0.260
N  -0.4955  -2.4731  1.5623  -0.309
H  1.6764  0.3302  0.6822  0.221
H  1.4518  1.8979  -0.1175  0.225
H  0.5545  1.5276  1.3588  0.228
H  -0.8421  1.3866  -0.7993  0.199
H  0.7458  -1.0330  -1.3317  0.364
H  -2.0383  -0.5379  -0.4850  0.237

***

[2]
# C12H28IN5O2PdS2

C12H28IN5O2PdS2 as an isolated structure (wB97M-V/def2-TZVPD, the Open Molecules 2025 dataset).

2S+1: 1
frontier orbital gap: 5.268 eV
energy relative to the best compared isomer or geometry (same formula, charge and spin): 0.00 kcal/mol
charge: -2

Each line ends with the natural charge from an NBO analysis.
Positions of all 51 atoms, in Å:
Pd  -1.9843  0.3340  -0.9811  0.244
C  -0.2216  5.2404  1.1051  -0.407
N  0.1561  3.8697  0.7906  -0.401
C  1.4831  3.4169  1.1787  -0.430
C  -0.6812  2.9877  0.2560  0.550
O  -0.3927  1.8060  0.0416  -0.709
H  0.5206  5.9360  0.7181  0.228
H  -0.2880  5.3891  2.1844  0.203
H  -1.1835  5.4909  0.6655  0.223
H  2.0543  4.2772  1.5198  0.205
H  1.9899  2.9620  0.3254  0.206
H  1.4354  2.6661  1.9684  0.232
H  -1.6662  3.3884  -0.0107  0.142
C  1.3875  -1.6443  -0.9382  -0.620
C  0.4930  -1.6380  0.2924  -0.247
N  0.8465  -0.6153  1.2772  -0.590
C  1.2527  -0.8275  2.5270  0.326
S  1.2157  0.3555  3.7253  -0.355
N  1.7105  -2.0891  2.8729  -0.643
C  2.7603  -2.7824  2.1346  -0.219
C  2.7812  -4.2537  2.5110  -0.606
H  1.0945  -2.4576  -1.6044  0.215
H  2.4452  -1.7504  -0.6886  0.182
H  1.2577  -0.7117  -1.4846  0.235
H  0.4703  -2.6042  0.7976  0.190
H  -0.5232  -1.4104  -0.0440  0.248
H  0.4775  0.3162  1.0889  0.459
H  1.8971  -2.0795  3.8658  0.394
H  3.7360  -2.3247  2.3466  0.172
H  2.5907  -2.6758  1.0703  0.211
H  2.9298  -4.3793  3.5859  0.197
H  3.5917  -4.7728  1.9967  0.202
H  1.8360  -4.7283  2.2457  0.213
C  -2.2604  -2.9737  -2.1001  -0.424
N  -3.0694  -2.3906  -1.0404  -0.669
C  -3.4510  -1.0165  -1.2257  0.106
N  -4.1942  -0.8641  -2.4553  -0.895
S  -3.9611  -0.1814  0.2348  -0.431
H  -1.9412  -3.9723  -1.7900  0.172
H  -1.3749  -2.3748  -2.3503  0.191
H  -2.8576  -3.0796  -3.0061  0.195
H  -2.6042  -2.4589  -0.1460  0.364
H  -3.5044  -0.8210  -3.2087  0.386
H  -4.6125  0.0579  -2.4189  0.366
I  -0.3443  9.1713  1.1886  -0.994
C  0.0932  1.3440  -3.0578  -0.755
C  -1.0256  0.3128  -2.8084  0.239
O  -1.3844  -0.3086  -3.8120  -0.712
H  0.6229  1.1264  -3.9917  0.188
H  0.7826  1.4118  -2.2148  0.205
H  -0.3859  2.3261  -3.1372  0.216